Model A:
Computed, not measured: a single C3H5NS molecule, with wB97M-V/def2-TZVPD.

Structure (ORCA input):
```
! wB97M-V def2-TZVPD RIJCOSX def2/J DEFGRID3
* xyz 0 1
C -2.57113 -0.37958 -0.03134
C -1.22432 -0.34236 0.02798
C -0.47843 0.87809 0.03146
N 0.78290 1.04189 -0.03868
S 1.58837 -0.50157 0.00746
H -3.12484 -1.30817 0.08996
H -3.23082 0.55116 -0.08988
H -0.72139 -1.21986 -0.09143
H -1.00062 1.83127 0.11764
H 2.82680 -0.05936 -0.04341
*
```

The molar mass is 87.147 g/mol. The calculation puts the HOMO-LUMO gap at 8.99 eV. The SMILES is C=C/C=N\S.

***

Model B:
Computed, not measured: a single C3H5NS molecule, with wB97M-V/def2-TZVPD.

Structure (ORCA input):
```
! wB97M-V def2-TZVPD RIJCOSX def2/J DEFGRID3
* xyz 0 1
S -2.75335 -0.10824 -0.02642
C -1.14847 -0.08347 -0.12717
C -0.00601 1.00033 -0.09453
C 1.01487 -0.29352 0.03595
N -0.20000 -1.07809 -0.29763
H 0.05128 1.64030 0.85610
H -0.03509 1.65572 -0.99649
H 1.76305 -0.20850 -0.69029
H 1.66312 -0.44595 0.91855
H -0.34942 -2.07856 0.42193
*
```

The molar mass is 87.147 g/mol. The calculation puts the HOMO-LUMO gap at 8.95 eV. The SMILES is S=C1CCN1.

***

model A ends up most stable, edging out the next structure by 39.6 kJ/mol.

***

Model A:
Computed, not measured: a single C3H5NS molecule, with wB97M-V/def2-TZVPD.

Structure (ORCA input):
```
! wB97M-V def2-TZVPD RIJCOSX def2/J DEFGRID3
* xyz 0 1
S -1.79108 0.15082 -0.11833
C -0.46400 -0.65046 0.24011
N 0.82650 -0.11159 0.80536
C 1.34080 0.91811 -0.09961
C 1.83756 -0.47236 -0.43558
H -0.39762 -1.69590 -0.14277
H 2.15114 1.55604 0.45213
H 0.51230 1.47156 -0.73788
H 2.95537 -0.89803 -0.20188
H 1.36447 -0.83741 -1.34328
*
```

The molar mass is 87.147 g/mol. The calculation puts the HOMO-LUMO gap at 8.91 eV. The SMILES is S=CN1CC1.

***

Model B:
Computed, not measured: a single C3H5NS molecule, with wB97M-V/def2-TZVPD.

Structure (ORCA input):
```
! wB97M-V def2-TZVPD RIJCOSX def2/J DEFGRID3
* xyz 0 1
S 1.97482 -0.00702 -0.08394
C 0.44597 0.03722 0.38598
N -0.66432 -0.03300 -0.47480
C -1.81324 0.75138 0.01559
C -1.79056 -0.75467 0.06049
H 0.09282 0.10864 1.43424
H -1.71620 1.35870 0.92977
H -2.31123 1.28094 -0.80336
H -1.72975 -1.27876 1.01728
H -2.33553 -1.32988 -0.68361
*
```

The molar mass is 87.147 g/mol. The calculation puts the HOMO-LUMO gap at 8.91 eV. The SMILES is S=CN1CC1.

***

Model C:
Computed, not measured: a single C3H5NS molecule, with wB97M-V/def2-TZVPD.

Structure (ORCA input):
```
! wB97M-V def2-TZVPD RIJCOSX def2/J DEFGRID3
* xyz 0 1
C -2.01861 -0.27930 -0.12510
C -0.65007 -0.67270 0.23312
C 0.34466 0.51636 0.24356
N 1.56132 0.73910 0.01400
S 2.60262 -0.49119 -0.07468
H -2.85894 -0.89308 -0.33736
H -2.15119 0.95367 -0.34596
H -0.26908 -1.62722 0.33129
H -0.24395 1.57545 -0.14755
H 3.68325 0.17890 0.20869
*
```

The molar mass is 87.147 g/mol. The calculation puts the HOMO-LUMO gap at 8.63 eV. The SMILES is C=C/C=N\S.

***

model B ends up most stable, edging out the next structure by 100.1 kJ/mol.

***

Model A:
Computed, not measured: a molecular structure, C12H35O6S5Tl, with wB97M-V/def2-TZVPD.

Structure (ORCA input):
```
! wB97M-V def2-TZVPD RIJCOSX def2/J DEFGRID3
* xyz 2 1
Tl -0.20445 0.33201 1.02680
C 0.03172 4.91899 -1.17750
C -1.03353 3.84043 -1.28083
O -0.90078 2.74810 -0.55140
H 0.31540 4.94583 -0.12733
H -0.32918 5.87440 -1.55135
H 0.86203 4.64648 -1.83284
H -1.24172 3.51427 -2.32802
H -2.05906 4.24833 -1.08911
C 2.35506 -3.24907 3.03947
S 3.01500 -1.57167 3.07789
O 2.13908 -0.72110 2.16532
C 2.41990 -1.24596 4.78318
H 2.78369 -3.81387 2.21014
H 1.27709 -3.31304 2.86842
H 2.51731 -3.82010 3.95361
H 2.87397 -2.00419 5.41761
H 1.33432 -1.33179 4.82765
H 2.67014 -0.23684 5.10244
C -5.19794 -0.42989 1.65976
S -4.33441 1.07014 1.10525
O -2.88798 1.09745 1.46151
C -4.43582 0.68433 -0.67214
H -4.49330 -1.26213 1.68772
H -6.05178 -0.54736 0.99695
H -5.60053 -0.36391 2.67178
H -5.47278 0.71390 -1.00478
H -4.10893 -0.34338 -0.83583
H -3.81575 1.42932 -1.16044
C 3.65677 3.60810 0.23352
S 2.94456 3.20148 1.87153
O 1.74380 2.35093 1.49288
C 4.20279 2.01188 2.43985
H 3.01337 4.36255 -0.21538
H 3.65420 2.71560 -0.38541
H 4.63754 4.06901 0.35095
H 4.34580 1.17597 1.75816
H 3.96156 1.68179 3.44629
H 5.15739 2.54559 2.48112
C -1.34768 -1.65717 -3.97659
S -1.83575 -0.33070 -2.84863
O -0.87646 -0.41970 -1.69435
C -1.38293 1.04579 -3.93132
H -0.32499 -1.56618 -4.33877
H -2.03514 -1.75959 -4.81828
H -1.42736 -2.61327 -3.45519
H -0.35814 1.43216 -3.98117
H -1.88323 1.93623 -3.53299
H -1.70003 0.90361 -4.96340
C 1.45123 -4.06183 -1.76449
S 0.83258 -3.71704 -0.12746
O 0.60863 -2.21986 -0.04753
C -0.83762 -4.44893 -0.45990
H 0.86321 -3.58192 -2.54616
H 1.55401 -5.12620 -1.96334
H 2.44396 -3.60551 -1.80525
H -1.28584 -3.75552 -1.17086
H -1.38676 -4.56942 0.46954
H -0.81623 -5.41756 -0.96130
*
```

The molar mass is 640.124 g/mol. The calculation puts the HOMO-LUMO gap at 3.07 eV.

***

Model B:
Computed, not measured: a molecular structure, C12H35O6S5Tl, with wB97M-V/def2-TZVPD.

Structure (ORCA input):
```
! wB97M-V def2-TZVPD RIJCOSX def2/J DEFGRID3
* xyz 2 1
Tl 1.38102 1.26742 -0.01266
C -2.34085 -0.90509 1.56875
C -1.90118 -1.12199 0.07907
O -0.79155 -0.46223 -0.19429
H -1.49038 -1.11655 2.21056
H -3.13756 -1.59055 1.84626
H -2.59165 0.13667 1.73104
H -2.72417 -0.85429 -0.60064
H -1.78515 -2.22897 0.02550
C -2.76131 2.80702 -0.93066
S -1.74095 2.57708 -2.37295
O -0.39872 2.16110 -1.86201
C -2.56930 1.11798 -2.98155
H -3.80364 2.91553 -1.24352
H -2.46881 3.73291 -0.44726
H -2.68584 1.93178 -0.28848
H -2.51599 0.36089 -2.19593
H -2.13437 0.71383 -3.88962
H -3.62415 1.35158 -3.12892
C 2.21315 -0.54438 4.64816
S 0.78630 -0.76032 3.60270
O 0.81059 0.36653 2.60715
C 1.35684 -2.20146 2.72277
H 2.54493 -1.50458 5.03752
H 1.92588 0.10024 5.47706
H 3.00415 -0.05354 4.08304
H 0.63881 -2.46369 1.95210
H 1.50707 -3.02574 3.41897
H 2.29375 -1.91534 2.24315
C 0.96918 -3.41347 -1.08563
S 2.50758 -2.50434 -1.13727
O 2.36470 -1.30097 -0.26313
C 3.50920 -3.65109 -0.21824
H 0.63838 -3.58907 -0.06576
H 1.09028 -4.35548 -1.62044
H 0.25285 -2.80717 -1.64167
H 3.57179 -4.62223 -0.70382
H 3.09095 -3.75559 0.78337
H 4.50174 -3.21521 -0.11583
C 2.67728 -1.08551 -4.46797
S 1.35009 -0.33268 -3.53113
O 2.00736 0.64012 -2.60423
C 0.71457 0.62933 -4.90455
H 3.23997 -1.77665 -3.84938
H 3.35201 -0.27721 -4.75869
H 2.27129 -1.53985 -5.36854
H 0.39937 -0.06350 -5.68379
H 1.51293 1.27955 -5.25963
H -0.12493 1.23824 -4.58358
C -1.85601 4.69158 2.44502
S -0.66760 3.35797 2.65812
O -0.44538 2.79889 1.27698
C -1.75311 2.21487 3.47525
H -2.15197 5.06763 3.42319
H -2.73482 4.26992 1.95912
H -1.36238 5.45444 1.85020
H -2.61117 2.02821 2.82793
H -2.08739 2.55286 4.45520
H -1.22365 1.27458 3.60361
*
```

The molar mass is 640.124 g/mol. The calculation puts the HOMO-LUMO gap at 3.84 eV.

***

model B ends up most stable, edging out the next structure by 123.9 kJ/mol.

***

Model A:
Computed, not measured: 5 unconnected molecules or ions with the total composition C2H16N2O4, with wB97M-V/def2-TZVPD.

Structure (ORCA input):
```
! wB97M-V def2-TZVPD RIJCOSX def2/J DEFGRID3
* xyz 0 1
N 0.12506 1.65088 -1.93647
C -0.30115 0.21521 -2.33057
C 0.54705 -0.70259 -1.54009
N 0.00323 -2.09189 -1.34097
H 1.13016 1.72492 -1.86487
H -0.15347 2.29823 -2.69396
H -1.30517 0.16174 -1.96902
H -0.32010 -0.04426 -3.42239
H 0.71765 -0.19586 -0.58039
H 1.48847 -0.88389 -2.14923
H -0.97737 -2.14538 -1.62291
H -0.08337 -2.18324 -0.33824
O -1.57932 -0.86704 0.61900
H -1.24024 -1.18120 1.48168
H -0.74702 -0.34932 0.41388
O 1.42533 1.11770 2.20439
H 2.11162 1.43630 1.60511
H 0.66962 1.47697 1.84979
O 0.95936 -1.51330 2.45444
H 1.50160 -1.71962 1.68286
H 1.17987 -0.54146 2.65148
O -1.23969 1.88840 0.98825
H -1.05996 2.05317 0.06945
H -1.81114 1.09820 0.92417
*
```

The molar mass is 132.160 g/mol. The calculation puts the HOMO-LUMO gap at 10.04 eV. The SMILES is NCCN.O.O.O.O.

***

Model B:
Computed, not measured: 5 unconnected molecules or ions with the total composition C2H16N2O4, with wB97M-V/def2-TZVPD.

Structure (ORCA input):
```
! wB97M-V def2-TZVPD RIJCOSX def2/J DEFGRID3
* xyz 0 1
N 0.36747 -0.01740 -1.82782
C -0.95515 0.70268 -1.50475
C -1.96401 -0.28863 -0.99695
N -2.21196 0.02684 0.49078
H 1.01379 0.75383 -1.53953
H 0.64380 -0.36172 -2.74719
H -1.23465 1.22412 -2.46034
H -0.62063 1.45021 -0.71894
H -2.84984 -0.28133 -1.68998
H -1.70122 -1.40728 -1.20452
H -3.02136 -0.50604 0.76457
H -1.50121 -0.08153 1.14388
O 2.34909 1.92261 -0.32744
H 2.13122 1.58730 0.59259
H 2.79866 2.65334 0.03617
O 1.91822 1.01770 2.07410
H 2.62390 0.40952 2.23797
H 1.06411 0.63725 2.44386
O -0.08868 -0.75793 2.36588
H 0.12053 -0.95371 1.42612
H 0.06210 -1.50642 2.91179
O 0.51706 -2.21588 -0.13472
H -0.14437 -2.66466 -0.61045
H 0.68313 -1.34286 -0.72507
*
```

The molar mass is 132.160 g/mol. The calculation puts the HOMO-LUMO gap at 9.73 eV. The SMILES is NCCN.O.O.O.O.

***

model A ends up most stable, edging out the next structure by 48.8 kJ/mol.

***

Model A:
Computed, not measured: 2 unconnected molecules or ions with the total composition C4H8NO2, with wB97M-V/def2-TZVPD.

Structure (ORCA input):
```
! wB97M-V def2-TZVPD RIJCOSX def2/J DEFGRID3
* xyz 1 1
C 1.14580 3.18538 -0.95071
C 1.27823 1.87157 -1.19073
C 0.87067 -0.49913 -0.80107
C 0.26169 0.85875 -0.99582
N -0.86182 -1.72528 2.32824
O 0.54075 -1.19403 0.10409
O -0.95470 0.90613 -1.04466
H 2.03352 3.88995 -1.07776
H 0.18193 3.33160 -0.60873
H 2.15956 1.31805 -1.52192
H 1.56330 -0.76312 -1.63808
H -1.82318 -1.95166 1.84601
H -1.05792 -1.04540 2.99476
H -0.72470 -2.66030 2.72232
H -0.21893 -1.29434 1.49174
*
```

The molar mass is 102.113 g/mol. The calculation puts the HOMO-LUMO gap at 9.19 eV.

***

Model B:
Computed, not measured: a gas-phase ion, C4H8NO2 (charge +1), with wB97M-V/def2-TZVPD.

Structure (ORCA input):
```
! wB97M-V def2-TZVPD RIJCOSX def2/J DEFGRID3
* xyz 1 1
C -0.65523 0.16719 1.56783
C 0.35249 0.17521 0.46754
N -0.13484 1.26385 -0.45500
C 0.50718 -1.11377 -0.27266
O 1.58413 -1.24284 -1.36478
C 0.37798 -1.44607 -1.79458
O -0.23557 -1.69032 -2.77116
H -1.74264 0.12859 1.27730
H -0.69736 -0.73382 2.24813
H -0.39263 1.13764 1.95639
H 1.27118 0.60010 0.86045
H 0.47221 1.20394 -1.26228
H -0.08682 2.21069 -0.09245
H -1.21415 1.22457 -0.73758
H 0.59408 -1.88496 0.37286
*
```

The molar mass is 102.113 g/mol. The calculation puts the HOMO-LUMO gap at 10.68 eV. The SMILES is C[C@H]([NH3+])[C@@H]1OC1=O.

***

Model C:
Computed, not measured: a gas-phase ion, C4H8NO2 (charge +1), with wB97M-V/def2-TZVPD.

Structure (ORCA input):
```
! wB97M-V def2-TZVPD RIJCOSX def2/J DEFGRID3
* xyz 1 1
C 1.71890 1.42389 -0.47373
C 0.84051 -0.69645 0.39962
C -0.46924 -1.39706 0.07397
C -1.50506 0.61563 -0.44954
N 0.84838 0.53288 -0.14874
O -1.31180 -0.60092 -0.77785
O -1.72728 1.03915 0.73901
H 1.24223 2.28251 -0.95256
H 2.78692 1.10391 -0.57799
H 0.87727 -0.74909 1.48992
H 1.60989 -1.34139 0.01702
H -0.19884 -2.28724 -0.50458
H -1.01010 -1.62674 0.96986
H -1.99312 1.22511 -1.26984
H -1.70867 0.47581 1.46546
*
```

The molar mass is 102.113 g/mol. The calculation puts the HOMO-LUMO gap at 9.98 eV.

***

model A ends up most stable, edging out the next structure by 36.9 kJ/mol.